# 1
A molecular structure, C6H8INS, computed with wB97M-V/def2-TZVPD.

HOMO level	-8.022	eV

Structure (XYZ):
```
17
Properties=species:S:1:pos:R:3:forces:R:3
C 0.1513 1.5210 -0.5023 0.979 -0.056 4.261
C 0.3333 1.8882 0.8158 -0.503 -5.390 -2.414
C 0.1691 0.2260 -1.1076 -0.308 -0.454 -3.165
C 0.8362 -0.8907 -0.7730 0.261 -0.823 -1.337
C 0.2021 -0.7984 1.9491 -1.868 -0.784 0.003
C -0.8878 -1.3365 1.3557 -0.925 2.116 1.209
N -0.4632 0.4203 -2.4302 -0.740 -1.628 -0.368
S 0.4305 0.9016 2.2972 0.326 0.757 -0.498
I 1.6783 -1.9521 2.8588 0.105 -0.345 -0.068
H -0.0262 2.3133 -1.1515 -0.284 1.306 -1.084
H 0.1273 2.8246 1.0791 -0.382 3.916 1.044
H 0.9091 -1.8163 -1.4252 -0.453 1.409 0.652
H 1.4992 -0.9429 0.0708 -0.005 0.239 0.001
H -1.2664 1.0693 -2.4265 0.736 -0.698 0.221
H -1.7717 -0.6465 1.1479 1.536 -0.644 -0.096
H -1.2083 -2.3611 1.2885 0.782 -0.438 -0.072
H -0.7127 -0.4197 -3.0467 0.743 1.518 1.711
```
Positions in Å, forces in eV/Å.



# 2
C22H24O5 in the gas phase, computed with wB97M-V/def2-TZVPD.

HOMO level	-8.894	eV
structure (SMILES)	C=CC(=O)OCCCCCCC1=CC(=O)C(COc2ccccc2)=CC1=O

Structure (XYZ):
```
51
Properties=species:S:1:pos:R:3:forces:R:3
C -3.4473 -2.2314 -3.0915 0.203 0.092 -0.218
C -2.3363 -2.1132 -3.8034 -0.370 0.130 0.630
C -1.1233 -2.9061 -3.4899 -0.247 0.184 0.265
O -0.6885 -3.6897 -4.2709 0.653 -0.421 -0.699
O -0.5786 -2.7105 -2.2608 -0.047 0.587 -0.091
C 0.8158 -2.3591 -2.2985 0.425 -0.162 0.457
C 1.0215 -0.8582 -2.3972 -0.229 -0.015 -0.041
C 0.2093 -0.0807 -1.3364 0.510 -0.059 -0.346
C -0.9444 0.7369 -1.9281 -0.132 -0.612 -0.087
C -2.2477 0.6788 -1.1159 0.396 0.351 -0.470
C -2.4855 1.8336 -0.1362 -0.498 -0.349 0.638
C -1.2736 2.2568 0.6346 -0.313 -0.220 -0.145
C -1.0017 1.8578 1.8755 0.218 0.095 -0.387
C 0.2522 2.3662 2.4834 -0.082 -0.163 -0.142
O 0.3526 2.7028 3.6318 0.060 -0.017 0.579
C 1.3903 2.4871 1.5184 0.496 -0.227 -0.505
C 2.7991 2.1327 1.9306 -0.039 0.631 0.247
O 2.8749 1.3808 3.1166 -0.003 -0.405 -0.236
C 2.2687 0.1497 3.0961 -0.247 -0.244 0.411
C 1.9780 -0.5794 1.9459 -0.045 0.049 0.249
C 1.3333 -1.8092 2.0693 -0.243 -0.311 0.409
C 0.9774 -2.3283 3.3112 0.183 0.425 0.164
C 1.2716 -1.5949 4.4627 0.291 0.477 -0.613
C 1.9067 -0.3651 4.3451 -0.023 -0.159 0.007
C 1.1198 2.9123 0.2869 -0.212 -0.194 0.417
C -0.3071 3.2033 -0.0132 0.247 -0.238 0.235
O -0.6755 4.1369 -0.6742 -0.159 0.286 -0.594
H -3.4531 -2.7998 -2.1743 -0.154 -0.206 0.028
H -4.3668 -1.7882 -3.4393 -0.109 0.208 0.184
H -2.2775 -1.4640 -4.6628 -0.027 -0.227 -0.371
H 1.3220 -2.9088 -3.0875 -0.070 -0.033 -0.176
H 1.2457 -2.6916 -1.3559 -0.145 -0.185 0.137
H 0.7716 -0.5126 -3.4013 -0.020 0.066 -0.096
H 2.0894 -0.6857 -2.2683 0.132 0.005 -0.048
H -0.1773 -0.8137 -0.6323 -0.100 0.069 0.230
H 0.9142 0.5539 -0.8063 -0.114 0.132 0.279
H -0.6319 1.7541 -2.1567 -0.046 0.160 0.037
H -1.1619 0.2798 -2.8915 -0.102 0.037 -0.180
H -3.0662 0.6527 -1.8321 -0.245 0.071 0.074
H -2.2723 -0.2789 -0.6010 -0.009 -0.059 0.192
H -3.2043 1.4786 0.6032 -0.163 0.039 0.023
H -2.9687 2.6770 -0.6204 0.268 0.231 -0.220
H -1.6428 1.1944 2.4349 -0.143 0.102 0.238
H 3.3436 3.0528 2.1299 0.099 0.040 0.177
H 3.3042 1.6583 1.0885 0.048 -0.198 -0.051
H 2.2387 -0.1975 0.9730 -0.010 -0.017 -0.158
H 1.0697 -2.3928 1.1982 0.119 0.113 -0.210
H 0.4676 -3.2747 3.4063 -0.023 -0.094 -0.170
H 1.0033 -1.9399 5.4479 -0.076 -0.173 0.068
H 2.1114 0.2186 5.2300 0.069 0.139 -0.003
H 1.8799 3.0180 -0.4740 0.027 0.269 -0.119
```
Positions in Å, forces in eV/Å.



# 3
12 unconnected molecules or ions with the total composition C15H55B2NO17, computed with wB97M-V/def2-TZVPD.

HOMO level	-9.606	eV
structure (SMILES)	CCOOC(=O)N(B(C)O)B(O)O.CO.CO.CO.CO.CO.CO.CO.CO.CO.CO.CO

Structure (XYZ):
```
90
Properties=species:S:1:pos:R:3:forces:R:3
C 3.6844 1.3895 -1.1620 -0.415 -0.146 -0.714
C 4.5047 0.0063 -1.5315 0.673 1.870 0.244
O 3.6581 -1.1830 -1.2590 -0.772 3.511 -2.791
O 4.3046 -2.0046 -0.4398 1.313 -1.147 5.420
C 3.8232 -1.5786 0.9162 -4.805 -2.177 1.608
O 2.6096 -2.0124 1.2627 7.502 3.219 -1.584
N 4.7313 -0.6736 1.7137 -1.842 -3.476 -1.124
B 4.1292 -0.2250 3.0297 -1.611 0.507 2.332
C 4.0932 1.4245 3.3039 0.903 -0.903 -0.160
O 3.6158 -1.0847 4.1128 -0.362 1.176 -2.990
B 6.1388 -1.2230 1.8626 2.728 -0.082 -0.434
O 7.2448 -0.3587 1.3441 -2.720 -0.350 3.076
O 6.5094 -2.4979 2.5114 -0.501 3.572 0.489
H 3.3025 1.4112 -0.0388 0.914 -0.202 -2.442
H 2.7520 1.5330 -1.8889 2.148 -0.483 1.829
H 4.3903 2.3048 -1.3474 -1.153 -1.765 0.423
H 4.8261 -0.0257 -2.6583 -0.752 0.134 2.172
H 5.4742 -0.0016 -0.8525 -2.063 -0.374 -1.412
H 3.8697 1.6681 4.4289 0.432 -0.311 -2.357
H 5.1597 1.8176 2.9578 -2.317 -0.313 0.744
H 3.2748 1.8447 2.5794 1.554 -0.566 1.359
H 2.8223 -1.6282 3.8339 1.609 0.501 0.143
H 7.1506 0.4850 1.9093 0.328 -1.456 -1.720
H 6.9390 -2.2359 3.4001 -0.670 -0.791 -2.114
C 0.1959 1.3691 0.6996 -0.433 -0.007 0.082
O 0.7166 1.8378 -0.5306 -0.198 0.275 -0.672
H 1.0252 1.1519 1.3769 0.028 0.032 -0.163
H -0.4421 2.1376 1.1429 0.001 -0.176 0.225
H -0.3802 0.4564 0.5284 0.008 -0.012 0.220
H -0.0419 2.0218 -1.1104 0.455 -0.122 0.353
C -3.5068 3.5610 1.2042 -0.181 0.057 0.118
O -2.3675 3.3821 2.0253 0.187 -0.020 0.585
H -3.2009 3.5124 0.1564 0.085 -0.030 0.184
H -4.2314 2.7686 1.4070 -0.169 0.121 -0.184
H -3.9529 4.5379 1.4062 -0.200 -0.082 -0.164
H -2.6699 3.4301 2.9481 0.207 -0.013 -0.535
C -1.3856 -2.4213 -0.1679 -0.101 -0.126 -0.192
O -1.6827 -1.1832 -0.7868 -0.203 0.283 -0.467
H -1.0249 -2.2343 0.8463 0.007 0.086 -0.164
H -2.2895 -3.0338 -0.1237 0.142 -0.188 0.092
H -0.6100 -2.9381 -0.7385 0.046 -0.187 0.209
H -2.0000 -1.3811 -1.6843 0.115 0.145 0.382
C -0.7341 0.3019 -3.6389 0.384 -0.025 -0.009
O -1.4158 -0.7225 -4.3389 0.048 -0.458 -0.336
H -1.4556 0.8662 -3.0433 0.019 -0.158 -0.116
H 0.0131 -0.1427 -2.9769 0.045 0.303 0.142
H -0.2505 0.9730 -4.3531 0.034 0.184 0.204
H -0.7505 -1.2055 -4.8580 -0.476 0.191 0.307
C -7.2949 4.6458 2.4485 -0.017 -0.020 0.222
O -6.1556 4.4669 3.2697 0.191 0.041 0.428
H -6.9890 4.5972 1.4008 0.034 -0.001 0.179
H -8.0195 3.8534 2.6514 -0.169 0.081 -0.183
H -7.7410 5.6227 2.6506 -0.192 -0.018 -0.205
H -6.4580 4.5149 4.1925 0.175 -0.203 -0.308
C 10.7133 -0.5035 0.0846 -0.183 -0.170 0.031
O 10.2313 -0.9292 1.3458 -0.123 -0.384 0.187
H 11.4602 0.2795 0.2353 -0.124 -0.138 0.069
H 11.1733 -1.3478 -0.4347 0.098 0.152 -0.228
H 9.8855 -0.1051 -0.5073 0.127 0.075 -0.200
H 9.5709 -1.6233 1.1800 0.247 0.516 0.201
C -2.9456 -5.5481 1.4188 0.034 0.073 0.186
O -3.8909 -4.7282 0.7566 -0.282 0.374 0.276
H -2.6903 -6.3902 0.7713 -0.110 0.189 0.040
H -2.0441 -4.9681 1.6311 0.143 -0.203 0.089
H -3.3772 -5.9247 2.3495 0.213 -0.150 0.044
H -4.0980 -3.9902 1.3550 0.045 -0.367 -0.396
C -3.7659 -1.4404 -5.9887 0.220 -0.200 0.016
O -4.8465 -1.9166 -6.7696 -0.292 -0.489 -0.501
H -4.1073 -0.5938 -5.3884 0.029 -0.187 -0.139
H -3.4152 -2.2359 -5.3265 0.143 0.245 0.141
H -2.9557 -1.1151 -6.6459 0.124 0.136 0.197
H -4.5135 -2.6669 -7.2909 -0.300 0.448 0.298
C -5.2037 -3.8337 -1.9080 0.013 -0.007 -0.027
O -4.6829 -3.3650 -3.1382 -0.204 0.239 -0.629
H -4.3743 -4.0508 -1.2307 -0.236 0.058 -0.295
H -5.8416 -3.0651 -1.4647 -0.088 -0.105 0.227
H -5.7798 -4.7464 -2.0792 -0.061 -0.055 0.272
H -5.4415 -3.1809 -3.7180 0.535 -0.036 0.195
C 2.5421 1.5533 -5.3563 -0.003 -0.177 -0.085
O 2.8925 0.8034 -4.2078 -0.041 -0.515 0.018
H 2.7485 2.6095 -5.1677 -0.012 -0.204 0.065
H 3.1360 1.2149 -6.2089 -0.101 0.198 -0.174
H 1.4774 1.4243 -5.5661 0.018 0.199 -0.236
H 2.6984 -0.1288 -4.4050 0.154 0.478 0.254
C -6.1819 2.8126 6.9855 0.113 0.020 0.189
O -7.1271 3.6325 6.3234 -0.322 0.651 -0.080
H -5.9265 1.9705 6.3381 -0.115 0.196 0.042
H -5.2804 3.3926 7.1979 0.123 -0.218 0.093
H -6.6134 2.4360 7.9162 0.198 -0.136 0.025
H -7.3342 4.3705 6.9217 0.033 -0.409 -0.395
```
Positions in Å, forces in eV/Å.



# 4
2 unconnected molecules or ions with the total composition C5H9NO2, computed with wB97M-V/def2-TZVPD.

HOMO level	-9.766	eV
structure (SMILES)	C=CC(C)=O.C=NO

Structure (XYZ):
```
17
Properties=species:S:1:pos:R:3:forces:R:3
C 0.7686 2.2976 -0.4494 -0.233 -0.045 -0.357
C -0.1915 1.1878 -0.0886 0.297 0.342 -0.121
C -0.0693 0.7251 1.3079 -0.390 -0.140 0.477
C -1.0621 0.0975 1.9256 0.152 0.091 -0.156
O -0.9931 0.7397 -0.8757 -0.163 0.000 -0.009
H 0.8465 0.9803 1.8211 0.097 0.007 0.119
H 1.7897 1.9306 -0.3821 0.167 -0.035 0.079
H 0.6565 3.1213 0.2536 0.052 0.056 0.075
H 0.5816 2.6489 -1.4617 -0.021 -0.015 0.016
H -1.0019 -0.2233 2.9527 0.094 0.025 0.169
H -1.9727 -0.1285 1.3950 -0.129 -0.023 -0.147
C -0.1004 -2.1521 -1.9267 -0.343 0.593 0.119
O 0.2549 -2.0383 0.2830 -0.171 0.215 -0.257
N 0.4321 -2.6991 -0.9285 0.586 -0.977 0.343
H 0.6964 -2.6053 0.9318 -0.069 0.045 -0.374
H -0.6584 -1.2217 -1.8910 -0.037 0.036 0.159
H 0.0232 -2.6605 -2.8670 0.111 -0.172 -0.138
```
Positions in Å, forces in eV/Å.



# 5
A molecular structure, C11H6Br2ClN2O5Pt, computed with wB97M-V/def2-TZVPD.

HOMO level	-5.023	eV
total charge	-1

Structure (XYZ):
```
28
Properties=species:S:1:pos:R:3:forces:R:3
Pt -1.0361 -0.4074 -0.7586 0.223 -0.257 0.497
Br -0.0632 -0.7587 4.4575 -0.005 -0.037 0.033
C 1.0856 -0.5123 2.9802 0.118 0.094 0.011
C 2.4603 -0.3493 3.2022 -0.212 -0.023 -0.018
C 3.3285 -0.1410 2.1659 -0.007 0.040 -0.117
Br 5.1849 0.0470 2.5365 -0.029 0.011 -0.025
C 2.8532 -0.0856 0.8340 0.098 -0.058 0.026
C 3.6432 0.1061 -0.3234 0.063 0.012 0.071
C 3.0623 0.0802 -1.5571 -0.029 -0.135 -0.071
C 1.6762 -0.1200 -1.6777 0.351 0.056 -0.091
N 0.9218 -0.2648 -0.6144 0.212 0.571 0.488
C 1.4724 -0.2579 0.6367 -0.106 -0.208 -0.040
C 0.5228 -0.4773 1.7008 0.056 0.108 -0.103
O -0.7177 -0.6025 1.4274 -0.352 -0.788 -0.433
H 2.8345 -0.3940 4.2153 -0.015 0.001 0.021
H 4.7071 0.2666 -0.2155 0.014 -0.021 0.002
H 3.6523 0.2035 -2.4551 -0.012 0.026 0.021
H 1.1757 -0.1358 -2.6350 -0.037 0.093 0.029
O -1.7863 2.0971 -1.0210 0.348 0.775 -0.581
N -1.2667 1.9634 -2.1004 -0.548 -0.820 0.347
O -0.9734 0.6986 -2.3917 0.398 0.660 -0.828
Cl -6.0288 1.2966 -0.5942 0.089 -0.190 -0.069
C -5.1680 -0.2589 -0.8581 -0.147 0.071 0.089
C -3.9071 -0.1074 -1.7089 0.654 -0.234 0.021
O -3.9143 0.5795 -2.7035 -0.047 0.049 -0.003
O -2.9362 -0.8794 -1.2758 -1.048 0.218 0.601
H -5.8637 -0.9152 -1.3761 -0.014 -0.035 0.010
H -4.9195 -0.6710 0.1103 -0.017 0.022 0.111
```
Positions in Å, forces in eV/Å.



# 6
A molecular structure, C4H7O3Yb, computed with wB97M-V/def2-TZVPD.

HOMO level	-12.321	eV
total charge	+1

Structure (XYZ):
```
15
Properties=species:S:1:pos:R:3:forces:R:3
H 0.1985 0.0740 2.6746 -0.245 -0.324 -0.198
O -0.3962 1.2849 -0.2651 -0.514 -1.080 -1.992
C 0.0677 1.4102 0.9743 1.952 -1.682 -0.270
C -0.1427 0.0443 1.6337 1.069 1.436 1.190
O 0.7480 -0.7766 0.8990 1.442 0.104 -2.605
C 0.8491 -0.3003 -0.4398 -5.114 -1.482 -0.027
C 0.0390 -1.2852 -1.3046 -0.376 -1.512 -0.372
O -1.0380 -0.7228 -1.9723 0.631 -0.002 -0.130
Yb -2.1144 0.9683 -1.6418 -0.034 0.350 -0.047
H -0.3627 2.2744 1.4969 0.893 0.115 0.048
H -1.1589 -0.3629 1.5331 0.117 0.233 0.048
H 1.5653 0.9017 0.3492 -1.469 2.878 3.079
H 1.3087 0.3397 -1.2141 1.233 0.441 1.215
H -0.3263 -2.1381 -0.6988 0.414 0.473 -0.004
H 0.7628 -1.7116 -2.0245 0.000 0.053 0.065
```
Positions in Å, forces in eV/Å.